C4H21NO7 | ωB97M-V/def2-TZVPD

Energy above the lowest of the compared OMol25 structures with the same formula, charge and spin: 33.9 kcal per mole
Structure (SMILES): CC(=O)N(C)C.O.O.O.O.O.O
E: -20310.5989 eV
Gap between HOMO and LUMO: 9.9 eV

Each line ends with the Mulliken charge.
Atoms and positions in Å:
C1 -0.40 -0.40 2.07  -1.157
C2 -0.38 -0.86 0.64  0.809
N1 0.75 -0.73 -0.11  0.452
C3 1.89 0.05 0.35  -1.043
C4 0.86 -1.22 -1.45  -1.159
O1 -1.37 -1.34 0.09  -0.845
H1 0.22 -1.00 2.74  0.120
H2 -0.06 0.62 2.20  0.526
H3 -1.38 -0.57 2.48  0.338
H4 2.33 0.61 -0.48  0.319
H5 2.69 -0.62 0.69  0.311
H6 1.66 0.78 1.11  0.262
H7 1.22 -0.55 -2.23  0.265
H8 1.53 -2.09 -1.45  0.309
H9 -0.10 -1.64 -1.76  0.419
H10 2.16 -3.33 1.03  0.304
H11 0.79 -3.64 1.61  0.316
O2 1.71 -3.77 1.74  -0.628
H12 -2.39 -0.77 -1.20  0.520
H13 -2.46 0.60 -1.87  0.234
O3 -2.88 -0.26 -1.88  -0.752
H14 -3.89 1.27 -1.17  0.388
H15 -3.58 2.73 -0.63  0.292
O4 -4.14 1.96 -0.54  -0.628
H16 1.01 3.30 -1.02  0.301
H17 -0.50 3.22 -1.04  0.265
O5 0.26 2.98 -0.52  -0.572
H18 -0.93 1.79 -3.85  0.294
H19 -0.26 0.44 -3.31  0.314
O6 -0.19 1.39 -3.41  -0.587
H20 1.29 -0.17 3.98  0.303
H21 2.58 0.76 3.27  0.330
O7 1.98 0.46 3.93  -0.621


C4H21NO7 | ωB97M-V/def2-TZVPD

Energy above the lowest of the compared OMol25 structures with the same formula, charge and spin: 21.7 kcal per mole
Structure (SMILES): CC(=O)N(C)C.O.O.O.O.O.O
E: -20311.1264 eV
Gap between HOMO and LUMO: 9.8 eV

Each line ends with the Mulliken charge.
Atoms and positions in Å:
C1 1.21 1.46 0.32  -1.243
C2 0.57 0.60 -0.73  0.926
N1 -0.66 0.09 -0.58  0.553
C3 -1.62 0.51 0.45  -1.188
C4 -1.26 -0.94 -1.43  -1.169
O1 1.24 0.30 -1.74  -0.790
H1 1.45 2.45 -0.04  0.256
H2 0.62 1.47 1.23  0.273
H3 2.14 0.94 0.56  0.314
H4 -2.45 -0.17 0.61  0.475
H5 -2.19 1.37 0.10  0.162
H6 -1.11 0.61 1.41  0.328
H7 -2.05 -1.45 -0.90  0.500
H8 -1.76 -0.52 -2.30  0.372
H9 -0.65 -1.75 -1.79  0.332
H10 -0.87 1.44 -2.45  0.315
H11 -1.69 1.87 -3.71  0.275
O2 -1.75 1.64 -2.78  -0.629
H12 1.21 -3.15 -1.65  0.303
H13 1.62 -1.63 -1.54  0.342
O3 1.53 -2.47 -1.05  -0.732
H14 3.50 -1.57 1.75  0.291
H15 2.35 -2.07 0.72  0.410
O4 2.78 -2.19 1.58  -0.643
H16 0.56 0.12 3.70  0.311
H17 -0.03 1.53 3.79  0.288
O5 -0.20 0.65 3.45  -0.633
H18 -0.20 -2.45 -0.01  0.295
H19 -1.00 -2.15 1.14  0.353
O6 -0.81 -2.91 0.59  -0.659
H20 -0.74 4.16 1.57  0.276
H21 -1.41 3.59 0.36  0.295
O7 -1.09 3.33 1.23  -0.560


C4H22BO19 | ωB97M-V/def2-TZVPD

Charge: -1
Energy above the lowest of the compared OMol25 structures with the same formula, charge and spin: 71.8 kcal per mole
E: -44090.8022 eV
Gap between HOMO and LUMO: 10.1 eV

Each line ends with the Mulliken charge.
Atoms and positions in Å:
O1 1.39 -0.41 1.75  -0.611
C1 1.13 0.25 0.76  0.630
O2 0.05 0.26 0.22  -0.501
B1 0.12 1.07 -1.07  1.163
O3 1.53 1.45 -1.14  -0.517
C2 2.07 0.85 -0.16  0.493
O4 3.31 0.82 -0.02  -0.737
O5 -0.81 2.21 -0.94  -0.662
C3 -1.70 2.05 -1.77  0.935
O6 -2.71 2.70 -1.79  -0.814
C4 -1.40 0.98 -2.64  0.370
O7 -0.43 0.33 -2.19  -0.370
O8 -2.17 0.62 -3.52  -0.707
O9 -2.79 2.91 1.00  -0.620
H1 -3.72 2.83 0.70  0.309
H2 -2.33 3.22 0.22  0.345
O10 3.70 -1.20 2.55  -0.743
H3 3.43 -1.19 3.51  0.275
H4 2.88 -0.89 2.18  0.550
O11 -2.12 -1.89 -1.06  -0.608
H5 -2.26 -1.32 -0.29  0.333
H6 -1.19 -1.69 -1.35  0.329
O12 -0.32 -2.26 2.69  -0.656
H7 0.48 -1.70 2.79  0.332
H8 -0.24 -2.75 1.88  0.311
O13 1.21 2.58 2.96  -0.573
H9 1.48 1.89 3.55  0.398
H10 1.43 3.42 3.35  0.274
O14 2.65 -3.67 1.98  -0.588
H11 3.39 -4.22 1.98  0.249
H12 2.91 -2.88 2.44  0.368
O15 2.14 0.75 4.60  -0.660
H13 1.65 -0.10 4.70  0.308
H14 2.64 0.79 5.44  0.280
O16 -1.00 -2.35 -4.11  -0.628
H15 -0.11 -2.45 -4.36  0.289
H16 -1.32 -1.44 -4.15  0.326
O17 -5.30 1.79 -2.03  -0.679
H17 -4.41 2.10 -1.80  0.402
H18 -5.19 0.84 -1.91  0.298
O18 -4.31 -1.00 -4.47  -0.574
H19 -5.24 -1.01 -4.57  0.275
H20 -4.05 -0.19 -4.16  0.351
O19 5.60 -0.75 -0.61  -0.633
H21 5.05 -0.03 -0.85  0.375
H22 4.86 -1.32 -0.29  0.317


C4H22N2O8 | ωB97M-V/def2-TZVPD

Energy above the lowest of the compared OMol25 structures with the same formula, charge and spin: 50.8 kcal per mole
Structure (SMILES): Cc1c[nH]cn1.O.O.O.O.O.O.O.O
E: -23864.3239 eV
Gap between HOMO and LUMO: 8.4 eV

Each line ends with the Mulliken charge.
Atoms and positions in Å:
C1 -1.42 -1.22 2.20  -1.420
C2 -1.83 -1.04 0.78  1.326
C3 -2.39 0.08 0.25  -1.085
N1 -2.82 -0.33 -0.99  -0.071
C4 -2.35 -1.60 -1.22  -0.443
N2 -1.83 -2.09 -0.10  -0.452
H1 -0.65 -0.58 2.66  0.187
H2 -2.36 -1.18 2.76  0.391
H3 -1.02 -2.22 2.39  0.422
H4 -2.53 1.04 0.69  0.483
H5 -3.04 0.33 -1.72  0.301
H6 -2.40 -2.20 -2.08  0.469
H7 0.01 -2.47 -2.59  0.392
H8 -0.10 -1.22 -1.81  0.224
O1 -0.29 -1.56 -2.70  -0.653
H9 3.89 0.99 -0.32  0.328
H10 3.93 0.73 1.28  0.326
O2 3.75 1.32 0.55  -0.667
H11 0.73 -1.75 1.16  0.202
H12 1.46 -2.53 0.08  0.189
O3 0.90 -1.76 0.21  -0.478
H13 -0.43 2.87 2.89  0.268
H14 -0.09 1.55 3.43  0.283
O4 0.12 2.10 2.67  -0.553
H15 2.22 2.18 -0.66  0.241
H16 1.06 2.73 0.03  0.280
O5 1.30 2.31 -0.80  -0.579
H17 -0.99 3.47 -0.74  0.297
H18 -0.84 2.11 -1.18  0.352
O6 -1.48 2.83 -1.27  -0.613
H19 1.19 -0.13 1.32  0.225
H20 2.06 0.85 1.95  0.392
O7 2.04 -0.09 1.75  -0.609
H21 2.16 -0.85 -1.13  0.371
H22 2.56 0.00 -2.30  0.324
O8 2.86 -0.64 -1.66  -0.650